No. 1
Entry from the Open Molecules 2025 dataset: a molecular structure, C26H61ClFI4NO10P (wB97M-V/def2-TZVPD).

## Properties
HOMO level: -11.5 eV
total charge: +1
multiplicity: 1

Positions of all 105 atoms, in Å:
1 C 4.14 -1.43 1.99
2 C 2.67 -1.63 1.57
3 I 2.31 -3.69 1.19
4 C 2.24 -0.65 0.42
5 I 1.70 -1.51 -1.45
6 C 1.10 0.19 0.94
7 C -0.19 -0.35 0.93
8 C -1.27 0.31 1.44
9 P -3.00 -0.43 1.48
10 O -2.44 -1.77 2.18
11 Cl -2.98 -0.95 -0.49
12 N -1.03 1.53 1.93
13 F -2.10 2.21 2.40
14 C 0.17 2.16 1.99
15 I 0.21 4.06 2.80
16 C 1.27 1.47 1.50
17 I 3.14 2.36 1.60
18 H 4.78 -2.18 1.54
19 H 4.22 -1.51 3.08
20 H 4.49 -0.44 1.71
21 H 2.02 -1.42 2.43
22 H 3.09 -0.01 0.17
23 H -0.35 -1.34 0.51
24 H -3.14 -2.25 2.66
25 C -7.65 -1.96 -0.03
26 C -6.14 -2.08 -0.10
27 O -5.56 -2.51 1.14
28 H -7.93 -1.26 0.76
29 H -8.05 -1.60 -0.97
30 H -8.11 -2.92 0.19
31 H -5.68 -1.12 -0.31
32 H -5.85 -2.77 -0.90
33 H -5.92 -3.37 1.36
34 C 7.01 5.29 0.09
35 C 6.59 4.07 0.89
36 O 5.74 4.41 1.98
37 H 7.52 6.01 0.74
38 H 7.68 5.01 -0.72
39 H 6.14 5.78 -0.34
40 H 7.46 3.58 1.33
41 H 6.10 3.34 0.23
42 H 4.97 4.88 1.60
43 C -0.74 -3.33 5.48
44 C -2.21 -3.66 5.35
45 O -2.61 -3.82 3.98
46 H -0.50 -2.42 4.92
47 H -0.46 -3.19 6.52
48 H -0.13 -4.14 5.07
49 H -2.83 -2.84 5.73
50 H -2.46 -4.56 5.91
51 H -2.10 -4.54 3.61
52 C -1.23 -3.65 -3.88
53 C -2.44 -3.16 -4.64
54 O -3.49 -2.79 -3.75
55 H -1.53 -4.47 -3.24
56 H -0.44 -3.99 -4.56
57 H -0.82 -2.86 -3.24
58 H -2.85 -3.95 -5.26
59 H -2.18 -2.32 -5.30
60 H -3.16 -2.10 -3.17
61 C -4.45 -7.06 -2.78
62 C -4.05 -6.27 -1.55
63 O -3.11 -5.24 -1.85
64 H -3.56 -7.51 -3.24
65 H -5.15 -7.85 -2.53
66 H -4.91 -6.41 -3.53
67 H -3.57 -6.92 -0.82
68 H -4.94 -5.83 -1.08
69 H -3.52 -4.64 -2.49
70 C 2.21 7.18 -0.35
71 C 3.52 6.42 -0.27
72 O 3.68 5.75 0.99
73 H 2.14 7.91 0.46
74 H 2.13 7.70 -1.30
75 H 1.36 6.50 -0.25
76 H 4.37 7.10 -0.35
77 H 3.60 5.70 -1.09
78 H 2.95 5.13 1.09
79 C -2.53 6.29 -0.91
80 C -2.15 6.88 0.44
81 O -1.09 7.83 0.34
82 H -1.66 5.83 -1.38
83 H -3.31 5.54 -0.80
84 H -2.89 7.07 -1.58
85 H -1.77 6.10 1.10
86 H -3.02 7.34 0.92
87 H -1.39 8.55 -0.23
88 C 6.49 6.10 -3.29
89 C 5.64 7.07 -4.09
90 O 4.69 7.76 -3.28
91 H 5.86 5.38 -2.77
92 H 7.18 5.56 -3.94
93 H 7.07 6.64 -2.54
94 H 5.04 6.53 -4.83
95 H 6.27 7.78 -4.62
96 H 5.19 8.27 -2.62
97 C -0.29 -9.11 0.67
98 C -1.50 -8.55 -0.06
99 O -2.50 -8.08 0.85
100 H -0.59 -9.92 1.33
101 H 0.45 -9.49 -0.04
102 H 0.19 -8.34 1.27
103 H -1.99 -9.33 -0.65
104 H -1.20 -7.75 -0.73
105 H -2.11 -7.38 1.38



No. 2
Entry from the Open Molecules 2025 dataset: a molecular structure, C26H61N13Pt in a non-equilibrium geometry (wB97M-V/def2-TZVPD).

## Properties
HOMO level (alpha / beta): -12.6 / -12.7 eV
total charge: +2
multiplicity: 1

Positions of all 101 atoms, in Å:
1 Pt 0.27 0.51 0.56
2 C 2.80 2.36 -0.45
3 N 3.59 1.18 -0.70
4 C 4.38 1.13 -1.91
5 C 3.59 0.18 0.22
6 N 2.52 0.03 0.95
7 C 2.60 -0.53 2.28
8 C 1.90 0.47 3.21
9 N 0.49 0.58 2.86
10 C -0.05 1.89 3.24
11 C -1.45 2.12 2.68
12 N -1.44 2.05 1.23
13 C -2.41 2.64 0.58
14 N -3.61 2.97 1.14
15 C -4.24 4.26 0.90
16 C -4.35 2.10 2.02
17 N -2.25 3.00 -0.72
18 C -3.34 3.05 -1.65
19 C -0.98 3.45 -1.24
20 C -0.27 -0.54 3.43
21 C -1.19 -1.23 2.40
22 N -0.44 -1.63 1.23
23 C -0.36 -2.87 0.87
24 N -1.02 -3.93 1.54
25 C -2.45 -4.06 1.43
26 C -0.42 -4.46 2.74
27 N 0.36 -3.29 -0.18
28 C 0.33 -4.65 -0.67
29 C 1.16 -2.42 -1.01
30 N 4.70 -0.61 0.32
31 C 4.63 -2.02 0.65
32 C 6.04 -0.09 0.21
33 H 2.80 3.00 -1.33
34 H 3.23 2.93 0.38
35 H 1.77 2.09 -0.18
36 H 3.78 1.49 -2.75
37 H 4.68 0.11 -2.12
38 H 5.28 1.76 -1.85
39 H 3.64 -0.65 2.62
40 H 2.10 -1.50 2.33
41 H 2.38 1.44 3.05
42 H 2.04 0.20 4.26
43 H 0.61 2.66 2.84
44 H -0.08 1.99 4.33
45 H -1.77 3.12 3.00
46 H -2.14 1.40 3.14
47 H -3.56 4.91 0.36
48 H -4.46 4.73 1.86
49 H -5.17 4.16 0.35
50 H -4.02 1.07 1.89
51 H -5.41 2.15 1.75
52 H -4.27 2.38 3.07
53 H -4.22 2.55 -1.24
54 H -3.04 2.54 -2.57
55 H -3.62 4.08 -1.91
56 H -0.25 3.48 -0.44
57 H -1.10 4.46 -1.65
58 H -0.64 2.79 -2.03
59 H -0.88 -0.19 4.27
60 H 0.42 -1.29 3.80
61 H -1.97 -0.54 2.08
62 H -1.67 -2.07 2.92
63 H -2.79 -3.66 0.48
64 H -3.00 -3.56 2.24
65 H -2.71 -5.12 1.47
66 H 0.66 -4.28 2.72
67 H -0.59 -5.54 2.78
68 H -0.84 -4.02 3.66
69 H -0.33 -5.27 -0.08
70 H 1.33 -5.08 -0.64
71 H -0.01 -4.66 -1.71
72 H 1.29 -1.45 -0.54
73 H 0.69 -2.29 -1.99
74 H 2.14 -2.88 -1.17
75 H 3.60 -2.35 0.68
76 H 5.11 -2.23 1.61
77 H 5.17 -2.58 -0.12
78 H 6.03 1.00 0.25
79 H 6.54 -0.42 -0.71
80 H 6.63 -0.46 1.05
81 C -2.44 -0.51 -1.09
82 N -1.84 -0.53 -2.40
83 C -2.49 -1.43 -3.33
84 C -0.66 0.07 -2.66
85 N 0.12 0.50 -1.70
86 N -0.30 0.16 -3.99
87 C 1.10 0.37 -4.32
88 C -1.20 0.78 -4.94
89 H -3.48 -0.20 -1.17
90 H -1.89 0.19 -0.45
91 H -2.40 -1.50 -0.63
92 H -2.71 -2.37 -2.83
93 H -1.85 -1.63 -4.18
94 H -3.44 -1.01 -3.69
95 H 0.93 0.99 -2.07
96 H 1.73 -0.23 -3.68
97 H 1.39 1.43 -4.26
98 H 1.24 0.05 -5.35
99 H -2.22 0.80 -4.56
100 H -1.19 0.24 -5.89
101 H -0.89 1.81 -5.14



- The lowest total charge belongs to which entry?
  C26H61ClFI4NO10P



- Which of these has the highest total charge?
  C26H61N13Pt



- Look up the multiplicity of the second one.
  1